Formula: C30H84N22O14
Source: the OMol25 dataset
Level of theory: ωB97M-V/def2-TZVPD

Summary:
Total charge: 0
LUMO energy, eV: -0.38
Frontier orbital gap, Ha: 0.256
DFT total energy, a.u.: -3451.74270
Max |F|, eV/Å: 2.9
HOMO level, Eh: -0.26954

```
150
Properties=species:S:1:pos:R:3:lowdin_charge:R:1
C 7.8743 1.0659 -1.0640 -0.026
C 7.3039 2.4545 -0.6439 -0.502
C 7.7073 3.5363 -1.6630 -0.143
C 6.7717 3.4640 -2.8686 -0.189
C 5.3980 3.7923 -2.3516 -0.143
C 4.8511 2.6949 -1.3780 -0.466
N 5.8877 2.3654 -0.3999 -0.133
O 5.4224 1.7076 0.7503 0.016
C 3.6040 3.2914 -0.7384 -0.048
C 4.4817 1.4116 -2.1954 -0.015
C 8.0386 2.8867 0.6805 -0.034
H 7.6682 0.3206 -0.2893 0.079
H 8.9387 1.0356 -1.2914 0.080
H 7.2534 0.6440 -1.8585 0.068
H 7.6757 4.5165 -1.1807 0.115
H 8.7288 3.4287 -2.0337 0.118
H 6.8040 2.4445 -3.2613 0.102
H 6.9986 4.0836 -3.7391 0.113
H 4.7549 3.7362 -3.2365 0.121
H 5.3311 4.7950 -1.9289 0.120
H 3.0070 2.5480 -0.2085 0.050
H 3.8656 4.0593 0.0001 0.086
H 2.9470 3.8724 -1.3891 0.084
H 5.2050 1.1154 -2.9499 0.074
H 4.1253 0.5815 -1.5884 0.057
H 3.5418 1.5991 -2.7306 0.074
H 9.0924 3.0839 0.4882 0.080
H 8.0195 2.0457 1.3740 0.074
H 7.4990 3.7621 1.0407 0.082
H 5.4375 2.4266 1.3939 0.100
C -2.0510 -0.2699 3.4628 -0.029
C -3.3968 -0.9342 3.8273 -0.470
C -3.6118 -0.4284 5.2639 -0.146
C -5.0763 -0.4028 5.6564 -0.174
C -5.8813 0.4256 4.6541 -0.151
C -5.7942 -0.1168 3.2198 -0.492
N -4.4396 -0.5030 2.8970 -0.093
O -4.3003 -1.0369 1.6072 -0.042
C -6.8303 -1.2673 3.2249 -0.034
C -6.2106 1.0683 2.3148 -0.036
C -3.2338 -2.4616 3.7764 -0.026
H -1.4918 -0.7316 2.6457 0.063
H -1.3696 -0.1615 4.3057 0.083
H -2.2865 0.7427 3.1246 0.073
H -2.9797 -1.0709 5.8785 0.119
H -3.1845 0.5633 5.4363 0.119
H -5.2128 0.0053 6.6581 0.113
H -5.4016 -1.4466 5.6192 0.106
H -5.4638 1.4382 4.6946 0.119
H -6.8906 0.5290 5.0516 0.118
H -6.9861 -1.8616 2.3156 0.068
H -6.5576 -2.1023 3.8760 0.072
H -7.8263 -0.9137 3.4931 0.080
H -6.1338 0.7765 1.2663 0.067
H -7.1790 1.5173 2.5437 0.083
H -5.5321 1.9211 2.4088 0.068
H -2.5519 -2.7779 2.9847 0.050
H -4.1278 -3.0768 3.6176 0.074
H -2.8552 -2.9311 4.6890 0.086
H -3.8159 -0.3573 1.0907 0.051
C -1.7390 4.5106 -3.5961 -0.258
C -1.6605 5.7042 -2.6402 -0.222
O -1.9071 5.2787 -1.2974 -0.095
O -1.0982 4.8839 -4.8025 -0.050
H -2.7452 4.1030 -3.7219 0.108
H -1.1978 3.6624 -3.1571 0.107
H -2.4879 6.3932 -2.8301 0.119
H -0.7000 6.2060 -2.7553 0.123
H -2.2111 5.9779 -0.7185 0.075
H -1.5759 4.4797 -5.5305 0.083
C -3.3190 1.9468 0.2802 -0.638
O -2.9792 0.7625 0.1328 -0.035
N -4.3985 2.4502 -0.3833 0.181
N -2.7211 2.8054 1.1128 0.211
H -4.6705 1.9685 -1.2191 0.100
H -4.5754 3.4179 -0.1947 0.099
H -3.2045 3.6440 1.3629 0.109
H -1.8680 2.4841 1.5495 0.081
C 2.2233 -0.4699 -4.4811 -0.689
O 3.4284 -0.6974 -4.6475 0.002
N 1.6051 -0.3832 -3.2975 0.177
N 1.3659 -0.1527 -5.4761 0.152
H 2.0569 -0.1242 -2.4439 0.040
H 0.6215 -0.1754 -3.2589 0.047
H 0.3802 -0.3373 -5.3174 0.060
H 1.8509 -0.1834 -6.3607 0.107
C -0.0614 -4.8239 1.6416 -0.690
O -0.4557 -3.9281 2.3790 0.027
N 0.7593 -5.8207 2.1408 0.168
N -0.3715 -4.9455 0.3413 0.145
H 1.1195 -6.4789 1.4759 0.089
H 0.9829 -5.8226 3.1189 0.106
H -0.1514 -5.7494 -0.2136 0.102
H -1.0659 -4.2718 0.0131 0.061
C 3.2160 -3.8718 4.0130 -0.691
O 3.3426 -4.3948 5.1141 -0.002
N 2.3533 -2.8278 3.7530 0.152
N 4.0161 -4.1234 2.9427 0.157
H 2.3433 -2.3430 2.8603 0.049
H 1.8422 -2.4580 4.5325 0.096
H 4.8074 -4.7321 3.0219 0.100
H 3.6697 -3.7862 2.0633 0.056
C -0.9333 -3.4498 -3.5415 -0.680
O -0.5719 -3.5167 -4.7241 0.000
N -1.0634 -4.4979 -2.6905 0.152
N -1.2693 -2.2756 -2.9799 0.181
H -0.6792 -5.4050 -2.8754 0.100
H -1.5743 -4.3505 -1.8259 0.028
H -1.1525 -1.4417 -3.5342 0.056
H -1.5845 -2.2116 -2.0267 0.068
C -2.3622 0.7767 -4.7633 -0.653
O -1.2005 0.4911 -4.4228 -0.022
N -2.8418 0.6784 -6.0036 0.188
N -3.2740 1.1700 -3.8368 0.172
H -3.7837 0.9683 -6.1802 0.106
H -2.1439 0.4743 -6.7005 0.126
H -4.2484 1.2813 -4.0370 0.103
H -2.8747 1.1009 -2.9137 0.086
C -3.9052 -4.0056 -0.4700 -0.618
O -2.7555 -3.5142 -0.4863 -0.041
N -4.8438 -3.4933 0.3471 0.182
N -4.3278 -5.0678 -1.1906 0.173
H -4.4364 -2.9420 1.1041 0.081
H -5.6927 -4.0103 0.4729 0.103
H -3.6796 -5.4952 -1.8338 0.100
H -5.0625 -5.6599 -0.8553 0.102
C 0.5465 2.2406 3.1945 -0.697
O 0.1574 2.5875 4.3186 -0.010
N 0.3294 2.9855 2.0858 0.156
N 1.2161 1.0809 2.9980 0.191
H -0.1260 3.8632 2.2600 0.106
H 0.7847 2.7301 1.2255 0.084
H 1.5688 0.9622 2.0605 0.072
H 1.3714 0.4777 3.7815 0.108
C 0.3502 0.1584 -0.3293 -0.661
O 1.4928 0.5901 -0.1600 -0.015
N -0.6078 0.7311 -1.0931 0.180
N -0.0485 -0.9971 0.2656 0.211
H -1.5362 0.3374 -1.0595 0.058
H -0.4614 1.6695 -1.4239 0.109
H -0.9859 -1.3296 0.4284 0.088
H 0.6659 -1.6331 0.5967 0.062
C 2.7036 -2.6441 -0.1050 -0.613
O 2.4445 -2.2066 1.0120 -0.021
N 2.3666 -3.9587 -0.4120 0.165
N 3.1941 -1.9606 -1.1716 0.205
H 1.5986 -4.2375 0.1883 0.049
H 2.4981 -4.2722 -1.3545 0.092
H 3.0051 -0.9771 -1.1770 0.044
H 3.3518 -2.4838 -2.0116 0.106
```

---

Formula: C30H85N5O10
Source: the OMol25 dataset
Level of theory: ωB97M-V/def2-TZVPD

Summary:
Total charge: 0
SMILES string: COC[C@H](C)N.COC[C@H](C)N.COC[C@H](C)N.COC[C@H](C)N.COC[C@H](C)N.CCO.CCO.CCO.CCO.CCO
LUMO energy, eV: 0.67
Frontier orbital gap, Ha: 0.367
DFT total energy, a.u.: -2220.07776
Max |F|, eV/Å: 1.2
HOMO level, Eh: -0.34238

```
130
Properties=species:S:1:pos:R:3:lowdin_charge:R:1
C 20.9948 -4.8129 -21.8663 -0.085
O 21.1144 -4.6023 -20.4653 -0.199
C 20.6173 -5.7031 -19.7462 -0.231
C 20.4750 -5.3811 -18.2733 -0.450
C 21.8125 -5.2417 -17.5702 -0.063
N 19.6740 -6.3833 -17.5798 0.044
H 21.0718 -3.8766 -22.4130 0.063
H 20.0182 -5.2585 -22.0972 0.089
H 21.7518 -5.5196 -22.2238 0.097
H 19.6271 -5.9511 -20.1593 0.120
H 21.2279 -6.6152 -19.8624 0.138
H 19.9729 -4.4058 -18.2359 0.129
H 22.4127 -4.4726 -18.0633 0.054
H 22.4208 -6.1487 -17.5835 0.088
H 21.6525 -4.9077 -16.5430 0.076
H 19.0009 -6.8227 -18.1992 0.068
H 20.2621 -7.1419 -17.2521 0.070
C 24.5718 1.3926 -19.7701 -0.104
O 23.8998 1.5040 -20.9948 -0.187
C 22.5854 0.9696 -21.0088 -0.183
C 22.5691 -0.5461 -21.0685 -0.405
C 23.1718 -1.1249 -22.3299 -0.032
N 21.1776 -1.0112 -20.9088 0.074
H 24.6135 0.3628 -19.3945 0.074
H 24.1089 2.0244 -19.0035 0.061
H 25.6090 1.6972 -19.9068 0.096
H 22.0510 1.3081 -20.1062 0.117
H 22.1053 1.4259 -21.8789 0.133
H 23.1732 -0.8694 -20.2086 0.104
H 22.6528 -0.8094 -23.2363 0.072
H 23.2330 -2.2106 -22.2500 0.075
H 24.1967 -0.7647 -22.4734 0.072
H 21.1927 -1.9893 -20.6283 0.076
H 20.7354 -0.5058 -20.1415 0.053
C 23.9892 4.1258 -23.2059 -0.109
O 23.7413 5.4406 -23.6177 -0.189
C 23.5708 6.3494 -22.5568 -0.235
C 23.4355 7.7295 -23.1384 -0.443
C 24.6391 8.1199 -24.0048 -0.065
N 23.1704 8.6868 -22.0613 0.033
H 23.1897 3.6988 -22.5859 0.076
H 24.9651 4.0669 -22.7135 0.094
H 23.9965 3.4688 -24.0780 0.091
H 22.6531 6.0828 -22.0144 0.112
H 24.4019 6.2376 -21.8390 0.132
H 22.5864 7.7268 -23.8280 0.142
H 24.4805 9.0984 -24.4695 0.072
H 24.7483 7.4484 -24.8593 0.074
H 25.5664 8.1491 -23.4285 0.079
H 23.0210 9.5971 -22.4805 0.068
H 23.9989 8.7670 -21.4802 0.069
C 24.8471 -4.4019 -19.9396 -0.109
O 25.7933 -3.3661 -19.9918 -0.197
C 26.2445 -3.0776 -21.3086 -0.203
C 26.8381 -1.6927 -21.2615 -0.438
C 27.1621 -1.0982 -22.6274 -0.063
N 28.0638 -1.5498 -20.4448 0.042
H 24.6381 -4.5869 -18.8869 0.079
H 25.2166 -5.3065 -20.4358 0.093
H 23.8932 -4.1028 -20.3977 0.077
H 26.9055 -3.8866 -21.6470 0.135
H 25.3728 -3.0430 -21.9796 0.110
H 26.0728 -1.0628 -20.7986 0.117
H 27.3176 -0.0244 -22.5397 0.079
H 26.3555 -1.2590 -23.3485 0.069
H 28.0628 -1.5365 -23.0652 0.077
H 28.8445 -1.9636 -20.9480 0.064
H 27.9762 -2.1318 -19.6150 0.065
C 24.0430 0.8169 -14.6210 -0.107
O 23.6933 -0.4154 -15.2000 -0.170
C 22.3063 -0.5427 -15.3689 -0.226
C 22.0532 -1.7031 -16.2924 -0.405
C 22.6048 -1.4575 -17.6862 -0.052
N 20.6047 -1.9641 -16.4066 0.057
H 23.6531 0.9330 -13.6019 0.093
H 23.6580 1.6578 -15.2146 0.077
H 25.1254 0.9116 -14.6231 0.086
H 21.8331 -0.6745 -14.3826 0.134
H 21.8778 0.3670 -15.8217 0.117
H 22.5742 -2.5738 -15.8676 0.137
H 22.1191 -2.1121 -18.4159 0.066
H 23.6825 -1.5701 -17.7877 0.088
H 22.3338 -0.4401 -17.9952 0.080
H 20.4977 -2.9046 -16.7752 0.061
H 20.1540 -1.9887 -15.4970 0.097
C 21.7172 -2.0848 -26.9932 -0.087
C 22.6566 -2.3650 -25.8215 -0.332
O 22.0133 -3.1126 -24.8119 -0.107
H 21.1569 -2.9745 -27.2724 0.072
H 22.2540 -1.7292 -27.8783 0.069
H 21.0385 -1.2737 -26.7174 0.069
H 23.0348 -1.4068 -25.4444 0.098
H 23.5226 -2.9442 -26.1444 0.107
H 21.3141 -2.5468 -24.4443 0.029
C 18.0125 -0.3338 -23.1168 -0.087
C 18.7151 -1.6235 -23.4564 -0.304
O 20.1283 -1.4472 -23.4748 -0.147
H 16.9319 -0.3538 -23.2771 0.072
H 18.3534 0.4436 -23.8102 0.078
H 18.2427 0.0197 -22.1115 0.067
H 18.4730 -1.9284 -24.4771 0.113
H 18.4555 -2.4584 -22.7971 0.108
H 20.4753 -1.1698 -22.5995 0.028
C 19.3909 1.9085 -17.4784 -0.076
C 18.6568 0.6596 -17.9227 -0.316
O 19.5566 -0.3032 -18.4367 -0.135
H 18.7242 2.7432 -17.2638 0.077
H 20.0135 2.2226 -18.3221 0.061
H 20.0447 1.6848 -16.6362 0.058
H 17.9400 0.8829 -18.7181 0.107
H 18.0473 0.2211 -17.1216 0.110
H 19.8792 -0.9278 -17.7562 0.025
C 22.2780 4.4976 -19.3461 -0.071
C 21.9542 5.3468 -18.1186 -0.300
O 20.6748 5.9932 -18.2151 -0.086
H 21.4325 3.9431 -19.7487 0.076
H 23.0824 3.8356 -19.0169 0.037
H 22.6763 5.0903 -20.1680 0.045
H 22.7164 6.1233 -18.0140 0.108
H 21.9099 4.7189 -17.2327 0.105
H 20.7552 6.7234 -18.8352 0.078
C 25.2225 4.0536 -17.0841 -0.106
C 25.6426 4.7508 -15.8240 -0.306
O 25.7091 3.7963 -14.7618 -0.082
H 25.9670 3.3333 -17.4327 0.080
H 25.0784 4.7632 -17.9063 0.077
H 24.2786 3.5098 -16.9982 0.056
H 24.8945 5.5015 -15.5530 0.109
H 26.6109 5.2284 -15.9830 0.114
H 26.4814 3.9581 -14.2157 0.080
```

---

Formula: C30H90CaF2O15
Source: the OMol25 dataset
Level of theory: ωB97M-V/def2-TZVPD

Summary:
Total charge: 0
LUMO energy, eV: 0.69
Frontier orbital gap, Ha: 0.383
DFT total energy, a.u.: -3203.09954
Max |F|, eV/Å: 2.7
HOMO level, Eh: -0.35799

```
138
Properties=species:S:1:pos:R:3:lowdin_charge:R:1
Ca -8.8635 0.4955 12.2652 1.479
F -8.1185 -1.0460 13.7451 -0.513
F -9.5323 2.2592 10.9004 -0.520
C -5.7729 -5.4663 13.4445 -0.067
C -6.8532 -4.4053 13.7494 -0.295
O -6.3122 -3.1843 13.3754 -0.107
H -5.9621 -6.3306 14.0812 0.070
H -4.7663 -5.1037 13.6529 0.075
H -5.8118 -5.7916 12.4049 0.068
H -6.9863 -4.3593 14.8303 0.096
H -7.7730 -4.7133 13.2522 0.116
H -6.9688 -2.5010 13.5288 0.033
C -13.1941 -2.1545 16.8598 -0.062
C -12.4701 -1.1240 15.9599 -0.324
O -11.8680 -1.7865 14.9064 -0.091
H -13.5250 -1.6867 17.7871 0.069
H -12.5020 -2.9442 17.1520 0.070
H -14.0386 -2.6297 16.3607 0.073
H -11.6581 -0.6358 16.4989 0.098
H -13.1023 -0.3095 15.6062 0.111
H -11.0626 -2.1665 15.2649 0.055
C -3.7465 -3.2949 10.3153 -0.062
C -4.9728 -2.3202 10.3147 -0.283
O -5.0602 -1.6867 11.5683 -0.102
H -2.8269 -2.7121 10.3672 0.071
H -3.6233 -3.8521 9.3866 0.065
H -3.7653 -4.0673 11.0841 0.062
H -5.9061 -2.8679 10.1838 0.103
H -4.8851 -1.6137 9.4893 0.097
H -5.3608 -2.3171 12.2269 0.033
C -7.2685 -2.6587 17.1380 -0.087
C -8.6617 -2.1296 17.0005 -0.326
O -9.1805 -2.5422 15.7877 -0.084
H -7.2322 -3.7425 17.2479 0.076
H -6.6924 -2.3508 18.0106 0.081
H -6.6711 -2.3655 16.2748 0.055
H -8.5677 -1.0508 17.1250 0.109
H -9.2932 -2.5545 17.7807 0.119
H -8.6896 -2.1815 15.0457 0.033
C -7.9032 6.4335 8.6665 -0.091
C -8.8378 5.4698 9.3496 -0.329
O -8.1913 4.9214 10.4691 -0.084
H -7.3582 7.0350 9.3940 0.072
H -8.2974 7.2399 8.0480 0.073
H -7.1076 5.9077 8.1387 0.073
H -9.0937 4.7369 8.5845 0.094
H -9.7401 6.0048 9.6457 0.103
H -8.6239 4.0798 10.6313 0.021
C -10.2216 -3.3771 11.1456 -0.047
C -8.9640 -2.5364 10.7736 -0.248
O -9.3785 -1.1872 10.4851 -0.180
H -11.0662 -3.1551 10.4934 0.065
H -10.5345 -3.2311 12.1795 0.067
H -9.8921 -4.4157 11.1178 0.070
H -8.5020 -2.9220 9.8647 0.109
H -8.1767 -2.5891 11.5255 0.088
H -9.9122 -1.2752 9.6920 0.036
C -3.8774 0.8655 15.5243 -0.073
C -4.8184 -0.2189 15.0940 -0.303
O -6.1761 0.1450 15.2824 -0.110
H -3.8532 1.6835 14.8043 0.070
H -2.8720 0.4445 15.5297 0.075
H -3.9708 1.2137 16.5529 0.081
H -4.6027 -1.1761 15.5687 0.109
H -4.7503 -0.4078 14.0227 0.110
H -6.7738 -0.4061 14.7719 0.024
C -6.7120 4.0490 14.1632 -0.057
C -6.5395 3.0647 12.9899 -0.246
O -7.0888 1.7872 13.3005 -0.197
H -6.0310 3.6969 14.9380 0.074
H -7.7349 4.0649 14.5396 0.035
H -6.4366 5.0645 13.8786 0.083
H -5.4651 3.0125 12.8141 0.116
H -7.1531 3.3698 12.1423 0.092
H -6.5842 1.4338 14.0368 0.037
C -10.9204 1.8766 5.9486 -0.069
C -10.4476 2.4814 7.2434 -0.323
O -10.7803 1.6270 8.3103 -0.103
H -12.0033 1.7592 5.9897 0.086
H -10.4279 0.9196 5.7762 0.066
H -10.6338 2.4869 5.0922 0.079
H -10.9869 3.4075 7.4423 0.101
H -9.3816 2.7078 7.2670 0.111
H -10.2928 1.8581 9.1044 0.039
C -13.8557 4.5876 10.6524 -0.059
C -12.4500 4.1257 10.1329 -0.306
O -11.7831 3.7378 11.2718 -0.104
H -13.8065 5.5678 11.1266 0.066
H -14.3058 3.8472 11.3136 0.068
H -14.5409 4.7915 9.8295 0.063
H -11.9727 4.9746 9.6434 0.099
H -12.5177 3.2574 9.4775 0.103
H -11.0416 3.2008 10.9828 0.026
C -10.3533 6.9445 13.0845 -0.059
C -9.8311 5.5520 13.4798 -0.270
O -10.8926 4.6273 13.8049 -0.108
H -9.5890 7.5996 12.6662 0.069
H -10.7588 7.4716 13.9481 0.070
H -11.1171 6.8662 12.3109 0.066
H -9.2018 5.5103 14.3688 0.096
H -9.3598 5.0362 12.6432 0.091
H -11.2060 4.2369 12.9858 0.031
C -13.4487 0.4572 12.2473 -0.047
C -12.1848 -0.1676 11.5752 -0.283
O -11.1927 -0.3315 12.5193 -0.169
H -13.2612 1.4621 12.6256 0.066
H -13.8833 -0.0583 13.1038 0.063
H -14.2403 0.6289 11.5179 0.069
H -11.8154 0.5634 10.8560 0.101
H -12.3734 -1.1175 11.0750 0.108
H -11.5398 -0.8496 13.2491 0.055
C -9.0836 2.1524 16.1360 -0.053
C -10.0680 1.4257 15.2091 -0.261
O -9.8475 1.9161 13.8955 -0.194
H -8.0414 2.0261 15.8425 0.055
H -9.1299 1.8276 17.1754 0.075
H -9.2372 3.2312 16.1090 0.071
H -11.1074 1.4374 15.5369 0.111
H -9.8314 0.3616 15.2114 0.088
H -9.9225 2.8731 13.8824 0.053
C -6.6884 0.5188 8.4285 -0.073
C -6.4591 1.1778 9.7479 -0.282
O -6.9260 0.3892 10.8450 -0.177
H -6.3135 -0.5035 8.3800 0.060
H -6.1907 1.0614 7.6248 0.084
H -7.7543 0.4110 8.2275 0.070
H -6.8425 2.1937 9.6528 0.111
H -5.3859 1.2818 9.9078 0.121
H -6.2379 -0.2745 10.9324 0.044
C -11.7470 -3.1340 6.9311 -0.072
C -11.5909 -1.6451 7.0441 -0.333
O -10.6188 -1.2825 7.9834 -0.095
H -12.4235 -3.3172 6.0964 0.080
H -12.1668 -3.5258 7.8576 0.071
H -10.7665 -3.6000 6.8332 0.081
H -12.4989 -1.1227 7.3452 0.120
H -11.3389 -1.2173 6.0738 0.101
H -10.5791 -0.3236 8.0042 0.043
```

---

Q: Which of these has the highest LUMO energy?
A: C30H90CaF2O15

---

Q: Which value of HOMO level does entry 3 give?
A: -0.35799 Eh